# 1
A structure of composition C39H53BBrF4N8OTa. Source: OMol25; level of theory: ωB97M-V/def2-TZVPD.

Last column: Mulliken charge in e.
Positions of all 108 atoms, in Å:
Ta: -0.023831 -0.024085 -0.091877  0.455
C: 2.331457 -1.240446 2.421114  -1.419
N: 2.231887 -0.213268 1.372087  0.882
C: 2.707481 1.035671 1.989687  -1.252
C: 3.165305 -0.577355 0.300744  -1.574
C: 3.002783 0.329843 -0.886442  -0.764
N: 1.599341 0.742854 -1.078875  0.801
C: 1.409500 1.704023 -2.100482  -0.390
C: 0.221984 2.397780 -2.113554  -0.341
F: -0.718455 1.973485 -1.215114  -0.078
C: -0.071236 3.448826 -2.940462  0.527
F: -1.263273 4.032414 -2.838106  -0.359
C: 0.859319 3.863081 -3.868043  -0.554
C: 2.049295 3.164765 -3.919655  0.139
F: 2.975781 3.498176 -4.807807  -0.316
C: 2.329495 2.100766 -3.072251  0.982
F: 3.498175 1.474732 -3.240467  -0.371
H: 3.351461 -1.253609 2.815485  0.524
H: 2.114131 -2.217743 2.015023  0.347
H: 1.643666 -1.017345 3.232476  0.261
H: 3.710478 0.860044 2.390189  0.530
H: 2.047393 1.328828 2.802520  0.342
H: 2.760615 1.827979 1.262736  0.121
H: 2.985566 -1.611741 0.034457  0.402
H: 4.204234 -0.527227 0.646517  0.539
H: 3.365342 -0.206707 -1.763468  0.581
H: 3.625555 1.222045 -0.788039  0.523
H: 0.662305 4.686406 -4.541094  0.543
C: 1.668979 3.683195 0.302118  -1.492
C: 0.682029 3.077310 1.251830  0.544
C: 0.287221 3.794782 2.365577  -1.730
C: -0.607352 3.005010 3.051422  0.952
C: -1.330425 3.304645 4.324933  -1.339
N: -0.733854 1.867814 2.367132  0.291
N: 0.050151 1.858263 1.242406  0.976
B: -1.732704 0.773178 2.625925  -1.752
N: -1.067818 -0.588948 2.817416  0.924
N: -0.498766 -1.319527 1.791289  0.360
C: -0.337789 -2.582252 2.320764  0.536
C: 0.095931 -3.888079 1.715144  -1.842
C: -0.748993 -2.589828 3.637979  -1.318
C: -1.207276 -1.325824 3.922285  0.687
C: -1.815217 -0.839959 5.198350  -1.338
N: -2.664996 0.668625 1.434150  0.775
N: -2.224062 0.194141 0.219345  -0.147
C: -3.349562 0.113903 -0.561901  -0.313
C: -3.465895 -0.383860 -1.955473  -0.524
C: -4.445730 0.522137 0.169107  -1.382
C: -3.981283 0.868475 1.421362  0.707
C: -4.753334 1.368950 2.597684  -1.231
H: 2.383282 4.264321 0.885883  0.466
H: 2.221806 2.976845 -0.290425  0.113
H: 1.169527 4.381970 -0.370158  0.505
H: 0.629902 4.779389 2.642257  0.633
H: -0.973086 4.251959 4.721876  0.429
H: -2.405478 3.386941 4.163926  0.198
H: -1.163429 2.532730 5.075319  0.236
H: -2.357903 1.038463 3.602795  -0.064
H: 1.102112 -3.908105 1.309025  0.366
H: 0.074303 -4.626035 2.514901  0.479
H: -0.595599 -4.222946 0.944190  0.312
H: -0.734648 -3.438518 4.302800  0.568
H: -1.710378 -1.614777 5.954358  0.446
H: -1.331461 0.065875 5.561993  0.223
H: -2.877246 -0.627506 5.075461  0.214
H: -2.597199 -0.181289 -2.548791  -0.969
H: -3.653776 -1.460514 -1.963160  0.415
H: -4.321590 0.101731 -2.420739  0.645
H: -5.465502 0.562512 -0.178953  0.609
H: -5.791619 1.512995 2.309448  0.422
H: -4.722986 0.658290 3.423727  0.242
H: -4.361664 2.320186 2.957524  0.242
C: -1.750855 -4.973483 -6.419857  -1.982
C: -1.108115 -5.196194 -5.052166  1.758
C: 0.250086 -5.884233 -5.254503  -1.632
C: -2.021863 -6.106593 -4.216414  -1.557
C: -0.910225 -3.885754 -4.293936  -0.296
C: -0.218606 -3.881077 -3.081464  -0.481
C: -0.140712 -2.684670 -2.427695  0.609
Br: 0.840194 -2.592196 -0.816569  0.166
C: -0.671423 -1.470209 -2.829026  0.255
O: -0.582380 -0.454823 -1.888289  1.286
C: -1.242025 -1.422122 -4.102710  -0.336
C: -1.370188 -2.663316 -4.753063  -0.722
C: -1.674215 -0.201814 -4.946371  2.284
C: -0.820711 -0.200263 -6.227703  -1.926
C: -3.156986 -0.304815 -5.334558  -1.641
C: -1.404722 1.129657 -4.263105  -2.248
H: -1.857515 -5.934023 -6.924623  0.436
H: -1.137714 -4.332920 -7.058680  0.404
H: -2.749402 -4.537852 -6.337884  0.379
H: 0.114882 -6.794663 -5.840484  0.468
H: 0.711489 -6.175713 -4.308337  0.346
H: 0.945991 -5.236168 -5.791817  0.368
H: -2.132266 -7.074239 -4.709496  0.452
H: -3.015768 -5.668053 -4.102266  0.358
H: -1.609950 -6.285873 -3.220013  0.346
H: 0.241839 -4.772686 -2.675246  0.568
H: -1.866581 -2.645696 -5.711369  0.383
H: -0.962058 -1.097680 -6.828988  0.424
H: 0.242493 -0.116679 -5.988792  0.380
H: -1.100782 0.656782 -6.843834  0.495
H: -3.338176 -1.121723 -6.034724  0.411
H: -3.468039 0.619057 -5.826496  0.501
H: -3.799194 -0.459377 -4.469415  0.154
H: -0.345013 1.204437 -4.021545  0.197
H: -1.993935 1.288551 -3.358938  0.467
H: -1.648471 1.937700 -4.955719  0.769

Cartesian forces (eV/Å) of the 6 atoms listed first:
Ta 0.8 0.3 0.4
C 0.0 0.1 0.1
N -0.3 -0.3 -0.3
C 0.0 0.0 0.2
C 0.2 0.0 0.1
C 0.0 0.2 -0.1

Its HOMO energy is -13.52 eV. As for the orbital gap: 0.2599 Ha. Its total charge is +2.



# 2
A structure of composition C39H54B2BrCrIN12. Source: OMol25; level of theory: ωB97M-V/def2-TZVPD.

Last column: Mulliken charge in e.
Positions of all 110 atoms, in Å:
Cr: 0.732630 0.146934 0.428594  -0.525
C: -0.286413 0.376772 5.708239  -1.507
C: 0.117505 1.019672 4.420109  0.133
C: 0.334735 2.350817 4.174652  -0.919
C: 0.703730 2.476344 2.829046  -0.440
N: 0.688693 1.237302 2.267794  0.629
N: 0.330638 0.366292 3.271807  -0.145
B: 0.082194 -1.129423 3.057591  -1.133
N: -1.160825 -1.343435 2.177740  0.575
N: -1.255211 -0.880661 0.888091  0.380
C: -2.494327 -1.251803 0.456363  -1.230
C: -3.140679 -1.941499 1.485892  -0.875
C: -2.274233 -1.979248 2.552549  0.208
C: -2.500032 -2.601240 3.894453  -1.154
C: -3.193762 -1.007460 -0.887862  3.382
C: -2.355334 -1.473082 -2.076242  -1.181
C: -3.552993 0.469071 -1.086688  -0.773
C: -4.509168 -1.799799 -0.917682  -2.428
N: 1.295113 -1.841951 2.447770  0.649
N: 1.903646 -1.473092 1.270678  0.575
C: 2.856022 -2.424155 1.027517  -0.595
C: 2.825771 -3.350344 2.074702  -0.899
C: 1.838451 -2.956075 2.945876  0.267
C: 1.419499 -3.628227 4.213957  -1.408
C: 3.906764 -2.546803 -0.092758  2.898
C: 4.756931 -1.287357 -0.246877  -1.569
C: 3.309991 -2.884473 -1.461771  -1.379
C: 4.868033 -3.692557 0.270266  -2.383
C: 1.163980 3.866349 2.351318  2.775
C: 2.445397 4.193841 3.145264  -1.764
C: 1.476082 4.110513 0.878569  -1.591
C: 0.068488 4.873658 2.743305  -1.847
H: -0.265562 1.125039 6.497681  0.479
H: 0.381123 -0.438754 5.986845  0.250
H: -1.299932 -0.024209 5.650004  0.171
H: 0.270176 3.139357 4.906368  0.555
H: -0.122626 -1.617452 4.122371  -0.110
H: -4.125211 -2.374915 1.469764  0.666
H: -3.486386 -3.058391 3.906743  0.459
H: -2.457922 -1.864362 4.696351  0.133
H: -1.764548 -3.373498 4.117841  0.126
H: -1.481125 -0.841802 -2.207665  -0.119
H: -2.948272 -1.401148 -2.992873  0.409
H: -2.037945 -2.513234 -1.956558  0.384
H: -2.667026 1.060482 -1.291499  -0.139
H: -4.066612 0.876867 -0.209611  0.347
H: -4.216997 0.573891 -1.950760  0.090
H: -4.343707 -2.873318 -0.791853  0.497
H: -4.978041 -1.644805 -1.891001  0.461
H: -5.213227 -1.458050 -0.155666  0.419
H: 3.453146 -4.214178 2.207304  0.657
H: 2.103331 -4.449311 4.417326  0.452
H: 0.412846 -4.040965 4.131087  0.168
H: 1.433813 -2.948140 5.065959  0.238
H: 4.204030 -0.507320 -0.760726  0.247
H: 5.635345 -1.519620 -0.855743  0.494
H: 5.105668 -0.910745 0.717799  0.301
H: 2.851027 -2.011098 -1.922184  0.188
H: 2.572350 -3.687604 -1.397566  0.297
H: 4.111521 -3.218900 -2.126081  0.514
H: 5.366550 -3.522640 1.227200  0.491
H: 5.636038 -3.751538 -0.501980  0.455
H: 4.358995 -4.658893 0.302146  0.435
H: 3.252489 3.507000 2.876948  0.300
H: 2.286587 4.128669 4.222933  0.392
H: 2.772800 5.209676 2.906986  0.461
H: 2.247314 3.456986 0.498884  0.364
H: 1.854069 5.132124 0.792914  0.684
H: 0.593076 4.049668 0.256811  0.326
H: -0.098057 4.917001 3.820948  0.338
H: -0.880182 4.623253 2.260400  0.354
H: 0.363608 5.872090 2.412807  0.476
C: 4.360229 2.224238 0.012987  -1.324
C: 3.460909 1.474067 0.763654  -1.022
N: 2.426093 1.118866 0.001405  1.494
N: 2.633132 1.629161 -1.236823  -0.417
C: 3.793950 2.297527 -1.248666  -0.475
B: 1.505606 1.497714 -2.300179  -0.736
N: 0.234166 2.146817 -1.675200  0.864
C: -0.521702 3.186838 -2.057433  -0.701
C: -1.528682 3.369349 -1.123619  -1.074
C: -1.297515 2.395813 -0.157905  -1.239
N: -0.235407 1.664446 -0.496654  1.523
N: 1.209439 -0.014173 -2.467877  0.446
C: 1.142450 -0.789891 -3.557381  -0.498
C: 0.739516 -2.057430 -3.177394  -0.999
C: 0.570337 -1.975907 -1.799979  -1.394
N: 0.851061 -0.744872 -1.379734  1.729
H: 5.293844 2.652490 0.341910  0.550
H: 3.504974 1.171195 1.797891  0.507
H: 4.135503 2.790630 -2.148469  0.560
H: 1.807362 2.017563 -3.337497  -0.063
H: -0.290614 3.741878 -2.956237  0.537
H: -2.310832 4.112398 -1.138491  0.526
H: -1.833702 2.183484 0.755234  0.378
H: 1.385370 -0.388195 -4.531193  0.533
H: 0.593613 -2.917448 -3.811019  0.561
H: 0.267224 -2.731477 -1.089590  0.314
Br: -5.452698 2.300798 -4.035485  -0.142
C: -5.043899 1.000354 -5.343904  0.212
C: -6.101531 0.471210 -6.071537  -0.479
C: -5.867706 -0.497058 -7.036109  -0.497
C: -4.577747 -0.947139 -7.272221  -0.618
C: -3.519185 -0.423015 -6.546405  -0.431
C: -3.745683 0.557550 -5.586304  0.203
I: -2.097790 1.284393 -4.530930  0.180
H: -7.105580 0.825250 -5.879096  0.408
H: -6.700032 -0.897850 -7.600238  0.372
H: -4.388870 -1.704675 -8.023819  0.377
H: -2.509443 -0.766993 -6.728609  0.396

Cartesian forces (eV/Å) of the 6 atoms listed first:
Cr -0.3 -0.3 0.3
C 0.0 0.0 -0.1
C 0.0 0.0 0.1
C 0.1 0.2 0.0
C 0.1 -0.1 0.1
N -0.2 -0.1 0.2

Its HOMO energy (alpha / beta) is -10.81 / -10.81 eV. The spin multiplicity is 4. The value obtained for the energy above the lowest of the compared OMol25 structures with the same formula, charge and spin is 51.2 kJ/mol. As for the orbital gap (alpha / beta): 0.3191 / 0.3081 Ha. Its total charge is +1.



Number 1: molar mass 997.56 g/mol, total energy -138402.668 eV. Number 2: molar mass 971.37 g/mol, total energy -167120.768 eV.